# 1
119
Properties=species:S:1:pos:R:3:forces:R:3 method="wB97M-V/def2-TZVPD" gap_ev=8.26 lumo_ha=0.053 homo_energy_ev=-6.8 charge=-1 total_energy_ha=-3234.84007
O 2.44117 2.42759 -0.07377 -1.24 1.15 -2.53
C 1.48326 2.47243 -0.86808 3.29 -1.68 5.26
O 0.28321 2.58382 -0.43760 -1.70 0.77 1.49
B -0.61356 1.93032 -1.35418 0.77 1.35 -1.42
O 0.16487 1.89632 -2.59847 -0.80 -0.88 0.28
C 1.40368 2.02910 -2.23446 1.28 0.98 -4.50
O 2.29815 2.02121 -3.04614 0.47 -0.49 0.18
O -1.83692 2.70327 -1.51393 5.69 2.90 -2.93
C -2.72029 1.98284 -1.10449 -5.59 0.58 3.40
O -3.72724 2.46770 -0.66304 -2.13 -0.29 -0.18
C -2.24948 0.65256 -0.84809 -4.14 -5.73 0.46
O -1.01874 0.60229 -0.95530 5.30 1.20 -0.33
O -2.85456 -0.38521 -0.67128 -1.08 0.64 0.17
O -4.41557 -1.89555 -2.69454 -2.48 2.55 -0.99
H -4.11988 -2.12548 -1.85428 1.07 -1.00 2.13
H -3.99599 -2.39232 -3.34107 1.27 -1.62 -1.41
O 4.71682 1.30042 -2.15290 1.93 -1.47 3.03
H 3.99084 1.55827 -2.64963 -1.87 1.11 -1.96
H 5.56452 1.49041 -2.52058 0.31 0.30 -0.85
C 2.19765 -1.30774 -0.93818 -0.75 1.87 -0.44
C 2.54275 -2.75609 -0.69328 0.38 1.23 0.42
O 3.58034 -3.08701 -1.57131 2.45 0.94 0.30
O 1.12283 -0.91425 -0.07989 1.48 -0.19 0.31
H 1.82775 -1.33371 -1.94653 -0.46 0.14 -0.76
H 2.93333 -0.40775 -1.02335 -0.12 -2.08 0.82
H 1.72481 -3.35602 -0.99565 -1.10 -0.46 -0.14
H 2.68685 -2.93097 0.36854 0.62 -0.25 0.25
H 4.28549 -2.39253 -1.39893 -1.00 -1.40 -0.46
H 0.46428 -0.54495 -0.63824 -1.25 0.11 -0.34
C 1.26178 1.21031 3.82915 -0.76 0.58 -1.75
C 1.31894 0.65110 2.42565 -2.76 0.15 -0.36
O 1.55834 -0.73148 2.49150 -0.03 -0.18 0.85
O 0.17923 0.55211 4.45908 0.37 -0.71 -0.12
H 1.03452 2.28046 3.98517 0.52 -0.10 -1.00
H 2.25555 1.01756 4.12501 1.12 -0.62 1.76
H 1.99484 1.07826 1.76051 1.64 1.25 -0.64
H 0.33142 0.87355 1.94544 0.29 -0.35 0.27
H 1.26721 -1.10217 1.64202 0.19 0.12 -0.01
H 0.26754 0.87648 5.33517 -0.52 0.02 1.54
C -3.49395 -4.84146 -0.14460 -0.89 0.46 -0.05
C -2.19700 -5.56304 0.05852 -0.96 -0.59 -2.40
O -1.35038 -5.21308 -1.01232 -0.04 -0.26 -0.42
O -3.28432 -3.46551 -0.57676 -0.30 -2.22 -0.61
H -4.24189 -4.96735 0.64526 0.50 0.66 0.66
H -4.03186 -5.34901 -0.90665 -0.15 -0.22 -1.41
H -2.42267 -6.63071 0.01006 0.23 -0.08 0.17
H -1.69529 -5.32199 0.91104 1.11 0.57 2.92
H -1.51910 -4.26203 -1.09560 0.61 0.24 -0.26
H -3.38611 -2.95492 0.19302 -0.19 1.60 1.68
C -0.48341 -2.64351 -2.91716 0.21 3.35 1.00
C -0.99567 -1.38091 -3.72969 0.11 -0.23 0.13
O -0.60196 -1.43142 -5.06011 3.24 2.27 0.03
O -0.66989 -2.40867 -1.49974 -1.22 0.36 -0.93
H 0.59086 -2.76491 -3.01604 0.01 -0.24 -0.59
H -1.03853 -3.47438 -3.23753 -0.57 -1.45 -0.52
H -0.66576 -0.35915 -3.39264 -0.10 -1.30 0.29
H -2.07058 -1.36818 -3.84784 -0.66 0.03 1.32
H -1.06549 -2.03018 -5.55867 -1.78 -2.30 -1.54
H -1.50046 -1.87560 -1.42999 0.65 -0.55 0.32
C -2.15127 2.52943 2.55715 1.07 1.85 -2.66
C -3.32893 3.42456 2.62139 -0.39 1.89 0.70
O -4.12317 3.09127 3.74041 0.32 1.46 0.61
O -2.51469 1.32154 1.98536 0.73 0.43 -2.75
H -1.60448 2.36219 3.46421 0.01 0.31 0.78
H -1.46746 3.09109 1.84878 -0.18 -0.97 0.57
H -3.99796 3.52361 1.71881 1.13 -0.55 0.52
H -2.91032 4.41951 2.79456 -0.25 0.21 0.15
H -4.47744 2.28844 3.44450 -1.50 -2.08 -0.26
H -2.63889 0.73821 2.67068 -0.36 -2.12 2.27
C 3.13030 -0.98077 -4.49308 -1.42 0.58 -1.39
C 3.08100 -2.07691 -5.56845 -0.97 -0.76 -0.14
O 2.60043 -3.33583 -5.09073 -2.57 0.83 -0.61
O 3.75895 0.11417 -5.17663 -0.31 1.03 0.49
H 3.57306 -1.37089 -3.59442 0.97 0.42 0.42
H 2.10602 -0.58445 -4.16985 0.98 -1.20 -0.60
H 3.95051 -2.50003 -6.06332 1.26 1.77 0.03
H 2.45865 -1.68091 -6.36249 -0.45 -0.30 -0.14
H 3.32688 -3.59604 -4.58568 1.45 -1.31 1.63
H 3.08165 0.82722 -5.29138 0.98 -0.98 0.37
C -2.44501 -2.55911 2.69572 0.20 -2.04 0.37
C -1.27722 -2.16255 1.88727 0.57 3.16 0.20
O -0.13938 -2.80167 2.29512 0.09 -4.22 -3.42
O -3.52818 -1.86736 2.19948 -1.51 2.15 0.52
H -2.31260 -2.47838 3.78468 0.13 0.41 -0.14
H -2.58142 -3.64123 2.54057 -0.38 0.14 -0.08
H -0.99310 -1.08819 2.22664 -1.31 -0.68 -1.48
H -1.52128 -2.24235 0.79989 0.65 0.09 0.92
H 0.05749 -2.32629 3.02425 2.10 2.02 3.82
H -3.36823 -0.91418 2.45103 -0.70 -1.45 -0.93
C -6.26474 0.88727 0.47257 1.23 -3.29 1.76
C -6.23585 -0.66250 0.14794 1.91 1.68 -0.62
O -6.49797 -1.35378 1.31591 0.66 -1.36 1.42
O -5.05127 1.11925 1.18351 0.09 0.84 0.64
H -7.13664 1.05932 1.12961 0.40 0.07 -0.21
H -6.33420 1.42517 -0.39565 -0.09 1.66 -2.23
H -5.22124 -0.97204 -0.29356 -1.27 0.85 0.69
H -6.93466 -0.90013 -0.61602 -1.10 -0.36 -0.52
H -5.63856 -1.55158 1.76088 -0.97 0.30 -0.51
H -4.35700 1.63232 0.67892 -1.51 -0.87 0.16
C 6.19130 1.58291 2.43629 -1.61 -1.34 -0.34
C 5.69061 1.86530 1.07648 2.21 0.38 -3.57
O 5.43869 3.19567 0.85136 -0.71 2.87 0.87
O 4.99323 1.18555 3.03504 -1.37 0.00 2.85
H 6.72214 2.31031 3.06403 0.11 0.18 -0.85
H 6.68644 0.64566 2.38994 1.36 -0.60 -0.04
H 4.88309 1.33166 0.58222 -0.60 -1.01 1.52
H 6.42777 1.65737 0.32308 1.48 -0.70 -0.29
H 4.88995 3.25016 0.07328 -0.37 0.11 -0.36
H 4.57828 2.00828 3.29470 -0.65 -0.01 0.18
C 3.00410 5.46021 1.68134 1.42 -0.43 0.72
C 1.98551 4.85672 2.67281 0.30 -1.22 -0.12
O 0.91568 4.49634 1.85940 -2.51 0.79 1.21
O 4.13474 5.83453 2.45635 -0.82 3.39 -0.97
H 2.67861 6.32051 1.03128 -0.01 -0.66 1.20
H 3.38474 4.67600 0.96519 -0.96 0.41 0.61
H 1.63262 5.44254 3.60704 0.63 -0.41 -1.97
H 2.38664 3.86004 3.09190 0.16 1.46 -0.29
H 1.22906 4.03136 1.10860 0.57 -0.92 -0.94
H 4.56874 5.09232 2.76853 1.26 -2.43 0.62

---

# 2
105
Properties=species:S:1:pos:R:3:forces:R:3 method="wB97M-V/def2-TZVPD" gap_ev=4.50 lumo_ha=0.050 homo_energy_ev=-3.2 charge=-1 total_energy_ha=-4441.67983
B 5.29191 0.30208 2.81249 0.81 0.10 -0.70
C 5.26842 0.89890 1.28076 -0.38 -0.81 -1.75
C 3.97588 1.83917 0.91593 0.90 0.84 -0.63
C 3.35558 2.69064 2.17248 -1.47 0.61 0.03
C 2.13806 3.70052 1.62811 0.35 -1.22 -1.03
C 0.90220 2.70967 1.20569 -0.65 -0.39 -0.66
C -0.58351 3.39442 1.22432 0.05 0.58 0.96
C -1.84639 2.35749 1.29747 -0.47 0.72 0.26
C -1.97127 1.28970 0.06862 -1.77 1.26 0.23
O -0.84317 0.37503 -0.11501 -1.24 -2.27 2.49
C -0.96502 -0.86058 0.66815 -0.52 -5.25 -3.83
C -0.90999 -1.00580 2.29979 0.67 -0.03 0.02
O -1.08318 -2.01295 -0.04504 0.79 7.40 4.48
H 4.25796 0.32334 3.37476 -0.99 0.14 0.39
H 6.15198 0.90099 3.39403 0.25 0.51 0.63
H 5.66402 -0.83733 2.80473 0.25 -0.87 -0.11
H 5.20541 -0.04698 0.55542 0.15 2.07 1.07
H 6.31809 1.40236 1.08103 -2.22 -0.54 0.00
H 4.35986 2.63888 0.11992 -1.01 -1.30 1.46
H 3.14394 1.21826 0.33342 1.59 1.22 1.57
H 2.81394 1.99618 2.97786 1.57 1.38 -1.76
H 4.11482 3.37719 2.73894 -1.04 -1.62 -1.19
H 2.50599 4.22654 0.62695 -0.74 -0.83 2.17
H 1.83551 4.51336 2.41347 0.42 -1.59 -1.37
H 1.06161 2.26658 0.10856 -0.15 1.00 2.45
H 0.88889 1.75859 1.91726 0.02 2.04 -1.34
H -0.63229 4.04531 2.22438 -0.01 -1.31 -2.06
H -0.75274 4.17880 0.34870 0.47 -1.78 1.62
H -1.89899 1.86368 2.38320 0.29 0.81 -2.50
H -2.82856 3.03571 1.24458 1.96 -1.56 -0.02
H -2.07788 1.91112 -0.93637 0.48 -1.39 2.07
H -3.00826 0.70848 0.17635 2.32 1.08 -0.25
H -0.88347 0.00456 2.88926 -0.20 -1.92 -1.39
H -1.79237 -1.69698 2.65510 1.67 1.53 -0.94
H 0.09355 -1.58359 2.58708 -2.12 1.29 -0.96
C 2.22193 -2.72959 -2.06597 0.03 -0.12 0.07
S 2.20246 -3.78651 -0.59788 0.50 0.39 0.33
O 3.41369 -3.44651 0.21838 -0.62 -0.38 -0.56
C 2.55206 -5.33315 -1.47044 0.10 -0.11 -0.13
H 2.05984 -1.69564 -1.75028 0.00 -0.25 0.09
H 3.18850 -2.80511 -2.57041 -0.08 -0.02 0.12
H 1.41934 -3.02843 -2.74435 0.08 0.05 0.12
H 3.49818 -5.25224 -2.01080 -0.04 0.07 0.07
H 1.73911 -5.55052 -2.16738 0.02 0.06 0.06
H 2.62225 -6.13700 -0.73442 -0.02 0.17 0.00
C -5.48137 1.35336 -3.91161 0.19 0.10 -0.08
S -6.00337 0.53356 -2.38577 0.07 0.08 0.34
O -5.28644 1.19858 -1.24880 -0.06 -0.23 -0.53
C -5.16338 -1.03560 -2.71414 0.16 -0.01 -0.07
H -5.86642 2.37643 -3.90405 0.01 -0.18 0.11
H -4.39033 1.37930 -3.96979 -0.06 -0.03 0.07
H -5.89137 0.82122 -4.77324 -0.02 -0.01 0.12
H -4.09195 -0.86626 -2.84464 -0.06 0.09 0.09
H -5.58339 -1.49297 -3.61318 -0.08 0.10 0.14
H -5.32463 -1.69898 -1.86165 -0.07 0.19 -0.08
C 3.39620 0.23509 7.70778 0.26 -0.12 -0.01
S 5.08489 0.63698 7.19833 -0.20 0.22 -1.05
O 5.03830 1.02699 5.75102 0.02 -0.13 1.56
C 5.71922 -1.05591 7.28459 -0.01 -0.20 -0.01
H 2.80141 1.15207 7.68874 0.24 -0.13 0.00
H 2.95915 -0.49237 7.01915 0.13 0.08 -0.02
H 3.40487 -0.16683 8.72368 0.06 0.12 -0.23
H 5.14264 -1.70569 6.62201 0.03 0.16 -0.05
H 5.65524 -1.41736 8.31373 -0.02 0.08 0.00
H 6.76433 -1.04999 6.96753 -0.16 0.12 -0.03
C 2.07559 1.55793 -4.52451 0.19 0.02 -0.17
S 1.11165 0.11940 -4.00086 0.24 -0.15 -0.08
O 1.84749 -1.10584 -4.45505 -0.35 0.53 -0.17
C -0.26410 0.38293 -5.14696 -0.07 -0.07 -0.21
H 3.01068 1.57268 -3.95849 -0.22 -0.11 0.05
H 2.30130 1.49059 -5.59173 -0.13 -0.11 0.07
H 1.51446 2.47183 -4.31574 -0.02 -0.12 0.06
H 0.10199 0.38663 -6.17634 0.12 0.06 0.16
H -0.75202 1.33355 -4.91864 0.07 -0.06 0.06
H -0.98078 -0.43131 -5.01972 0.13 0.04 0.15
C 0.47008 1.44457 11.59879 0.12 0.09 0.08
S 0.09220 0.41575 10.15952 0.38 -0.10 -0.22
O 1.39681 -0.01758 9.56020 -1.01 0.33 0.63
C -0.55932 1.75555 9.13184 0.06 0.09 -0.05
H 0.92874 0.81350 12.36454 -0.08 0.00 -0.20
H 1.16790 2.23827 11.32038 -0.05 -0.11 -0.07
H -0.45243 1.87643 11.99394 0.03 -0.07 -0.07
H 0.19981 2.53049 9.00199 0.01 -0.12 0.03
H -1.44963 2.17760 9.60418 0.06 -0.09 0.01
H -0.82792 1.34379 8.15658 0.09 -0.05 0.16
C -9.20517 -3.23133 -4.79220 0.11 -0.04 -0.10
S -9.51542 -2.42036 -3.20512 0.41 0.19 0.13
O -8.31715 -1.57603 -2.88853 -0.53 -0.58 -0.26
C -9.40438 -3.92030 -2.19839 0.08 -0.07 0.02
H -9.19196 -2.46775 -5.57434 -0.04 -0.03 0.21
H -8.23912 -3.74193 -4.77062 -0.07 0.07 0.09
H -10.00402 -3.94666 -5.00149 0.03 0.08 0.07
H -8.42696 -4.38961 -2.33285 -0.05 0.12 -0.03
H -10.19703 -4.61400 -2.48883 0.03 0.11 -0.01
H -9.53253 -3.64306 -1.14980 0.01 0.08 -0.18
C 1.42986 1.07090 -10.58595 0.10 0.12 -0.06
S 0.90786 0.25109 -9.06012 0.36 0.10 0.30
O 1.62480 0.91612 -7.92314 -0.27 -0.27 -0.69
C 1.74786 -1.31807 -9.38848 0.09 -0.04 0.02
H 1.04482 2.09396 -10.57839 0.01 -0.19 0.11
H 2.52090 1.09683 -10.64413 -0.09 -0.05 0.10
H 1.01987 0.53876 -11.44758 -0.01 -0.01 0.11
H 2.81928 -1.14872 -9.51899 -0.10 0.08 0.06
H 1.32785 -1.77544 -10.28752 -0.04 0.09 0.06
H 1.58661 -1.98144 -8.53599 -0.03 0.19 -0.03

---

# 3
109
Properties=species:S:1:pos:R:3:forces:R:3 method="wB97M-V/def2-TZVPD" gap_ev=8.21 lumo_ha=0.092 homo_energy_ev=-5.7 charge=-1 total_energy_ha=-4568.91567
As -0.24099 0.01055 -1.13775 -0.78 -1.22 0.31
F -1.49675 -1.09722 -1.65797 0.18 0.50 -0.02
F -1.43489 1.17967 -0.62833 0.26 -0.11 -0.36
F 1.02185 0.96021 -0.46013 0.29 0.35 -0.52
F 0.92647 -1.19143 -1.75749 -0.82 1.21 1.24
F -0.17157 0.74941 -2.72187 -0.07 -0.08 0.63
F -0.37350 -0.71541 0.46688 0.40 0.08 -0.99
C -4.28432 0.92913 1.65459 -0.86 0.59 -0.90
C -3.09585 0.92686 2.60568 0.38 0.59 -1.85
C -2.61813 2.37474 2.78847 -0.45 0.34 0.63
O -1.69898 2.45120 3.86031 0.32 0.60 0.32
C -1.26371 3.77020 4.08451 -0.82 0.71 0.63
N -3.49568 0.31592 3.86847 -1.02 1.67 0.39
H -5.15677 1.43713 2.08678 0.05 -0.18 0.42
H -4.60398 -0.07440 1.36512 0.15 -0.11 0.26
H -4.18629 1.46746 0.70483 0.70 -0.08 0.03
H -2.29823 0.39748 2.07975 0.17 -0.35 0.50
H -3.49059 2.99355 3.07415 -0.13 -0.08 -0.03
H -2.17567 2.90120 1.93542 -0.09 -0.69 -0.49
H -1.01769 3.95987 5.13268 0.66 -0.80 0.04
H -2.08657 4.49735 4.02808 -0.21 -0.11 -0.74
H -0.45343 4.09901 3.43227 0.07 -0.15 -0.12
H -4.44782 -0.00309 3.68893 0.26 -1.01 -0.08
H -3.81211 1.16890 4.35160 0.61 -0.24 0.82
C 1.82925 1.21658 3.40335 1.39 -0.27 0.50
C 1.30742 0.13006 4.33508 1.16 -1.31 -0.41
C 2.36822 -0.21675 5.45275 -1.28 1.50 -1.11
O 1.99768 -1.40648 6.09822 0.90 -0.07 0.25
C 3.08008 -1.92803 6.87124 -0.59 0.10 -0.38
N -0.02592 0.47536 4.91735 2.61 0.34 0.50
H 0.99677 1.64133 2.85016 0.23 0.37 -0.11
H 2.60112 0.83267 2.72872 -0.53 -0.39 -0.43
H 2.48368 1.91020 3.94986 -0.86 0.72 0.20
H 1.27014 -0.75231 3.68892 -0.57 -0.27 0.31
H 2.37226 0.69359 6.07764 -0.28 -0.25 0.75
H 3.40816 -0.18432 5.10495 -0.06 -0.75 -0.54
H 4.00840 -1.69889 6.34514 0.24 -0.07 0.28
H 2.98095 -3.01053 6.94554 -0.16 0.01 -0.05
H 3.07069 -1.51102 7.88094 0.19 0.14 0.02
H -0.10672 1.42244 4.56424 -1.04 -0.07 -0.07
H 0.34147 0.68002 5.85158 -1.12 -0.14 0.49
C -1.64208 -3.98304 1.26095 -1.38 1.02 -0.91
C -2.32484 -2.81831 2.07375 0.68 -1.22 1.79
C -3.09314 -3.41084 3.27589 1.33 0.47 -1.04
O -3.40398 -2.47024 4.29090 -1.04 -0.85 -0.32
C -4.37943 -3.07483 5.11353 -0.35 0.16 0.09
N -1.22073 -2.04166 2.68219 0.03 0.12 -2.13
H -0.98868 -3.48878 0.53860 0.46 -0.09 0.31
H -2.29722 -4.53794 0.57958 -0.34 -0.20 0.42
H -1.11650 -4.67800 1.91309 0.12 0.11 0.02
H -3.02712 -2.22626 1.48470 0.43 0.26 -0.20
H -2.34610 -4.07429 3.73056 -0.57 -0.78 -0.07
H -3.95238 -3.87689 2.77689 -0.30 -0.46 0.91
H -4.67565 -2.42270 5.93507 0.28 0.32 -0.13
H -4.06458 -4.02153 5.56799 0.34 -0.06 -0.10
H -5.28269 -3.29959 4.53457 -0.11 -0.01 -0.04
H -0.53854 -2.77750 2.86820 0.13 0.21 0.56
H -0.82691 -1.65321 1.80578 0.13 0.29 1.28
C 3.73842 2.02368 -2.53545 0.58 0.44 -0.19
C 3.99475 0.57714 -2.90387 -1.28 -1.41 0.79
C 3.97429 -0.29381 -1.63098 1.72 1.30 0.20
O 4.05245 -1.64192 -1.99226 0.31 -0.35 -0.23
C 4.22369 -2.54003 -0.94186 -0.82 0.63 1.66
N 2.87578 0.05630 -3.78311 0.85 2.23 0.96
H 2.86964 2.08385 -1.87884 0.16 0.22 0.19
H 3.52779 2.62565 -3.41830 -0.24 -0.14 -0.30
H 4.63184 2.52611 -2.14800 -0.16 -0.17 0.62
H 4.99631 0.44843 -3.32295 -0.28 -0.07 -0.57
H 3.22007 0.04853 -0.91675 -0.93 -0.78 -0.38
H 4.87462 0.01902 -1.06913 0.39 -0.37 0.00
H 4.39867 -3.58164 -1.20602 0.13 0.24 -0.78
H 3.31664 -2.53920 -0.31766 -0.15 -0.13 -0.02
H 4.99727 -2.23392 -0.22379 0.39 0.07 -0.28
H 2.68188 0.95013 -4.23929 -0.32 -0.44 -1.11
H 2.07120 0.09671 -3.13499 0.32 -0.83 -0.36
C -1.45825 2.89237 -5.92641 -1.01 1.96 -0.19
C -0.40057 3.58435 -5.08999 1.07 -1.76 -0.23
C -0.94039 4.23028 -3.84395 0.35 1.42 0.34
O 0.17152 4.83913 -3.13447 -0.61 -0.29 -0.12
C -0.33620 5.75648 -2.19649 0.31 -0.30 0.77
N 0.65078 2.59256 -4.72774 -0.40 1.19 0.06
H -2.08734 3.73294 -6.25712 -0.47 -0.26 0.03
H -2.09190 2.24322 -5.32284 0.19 -0.31 -0.14
H -1.14791 2.46362 -6.87571 0.53 -0.44 0.39
H 0.12234 4.36966 -5.64457 -0.22 -0.02 -0.21
H -1.47479 3.56240 -3.16312 -0.02 -0.20 -0.12
H -1.55894 5.10137 -4.09320 -0.56 -0.33 -0.23
H -0.82511 6.61055 -2.67273 0.04 0.08 -0.06
H 0.47215 6.08041 -1.53959 0.21 0.20 -0.38
H -1.03842 5.28924 -1.49576 -0.27 -0.14 -0.25
H 0.20242 1.85871 -4.18023 0.20 0.15 -0.11
H 1.14067 3.17001 -4.05095 0.80 -0.69 0.30
C -0.13302 -4.05547 -3.01289 0.38 -1.56 -1.09
C 0.90255 -3.50390 -4.01847 -0.92 1.08 0.07
C 0.22022 -2.34065 -4.80848 1.06 -0.78 0.84
O 1.22396 -1.51995 -5.41365 -1.90 -1.00 -0.66
C 0.53170 -0.62380 -6.24751 0.59 1.17 0.00
N 2.08102 -2.98190 -3.37303 0.03 -0.47 1.85
H 0.35776 -4.72466 -2.29992 0.17 0.24 0.16
H -0.73157 -4.76323 -3.60032 -0.70 0.30 0.27
H -0.73014 -3.32494 -2.47407 0.05 0.17 -0.19
H 1.13379 -4.22952 -4.80309 0.30 -0.30 0.36
H -0.43369 -1.75009 -4.15933 0.16 0.21 0.14
H -0.43722 -2.86222 -5.51590 0.01 0.38 -0.50
H -0.23100 -1.07627 -6.89026 0.06 -0.27 0.02
H 1.25337 -0.08859 -6.86954 0.10 -0.23 -0.06
H 0.06282 0.17252 -5.65620 -0.24 -0.19 0.06
H 2.56129 -3.69206 -2.81018 0.24 -0.75 -1.08
H 1.67489 -2.58417 -2.51196 0.44 0.92 -0.99